Entry 1:
Formula: C23H26FN3O2
Source: the Open Molecules 2025 dataset
Level of theory: ωB97M-V with the def2-TZVPD basis set

Structure (XYZ):
```
55
Properties=species:S:1:pos:R:3:forces:R:3:nbo_charge:R:1
O 3.559 0.108 2.239 0.138 -0.159 0.314 -0.62
C 2.939 0.612 1.331 -0.367 -0.101 0.200 0.70
C 1.421 0.647 1.184 0.057 -0.119 -0.017 -0.50
C 1.195 1.031 -0.284 0.010 0.264 0.033 -0.32
C -0.041 1.905 -0.466 0.299 -0.284 -0.162 0.70
O 0.046 3.113 -0.585 0.141 0.330 0.049 -0.64
N -1.240 1.278 -0.490 -0.375 0.013 -0.092 -0.44
C -1.522 -0.114 -0.231 -0.007 -0.331 0.331 -0.23
C -2.317 -0.251 1.083 0.206 -0.204 -0.319 -0.22
N -3.538 0.522 1.017 0.233 0.226 0.409 -0.46
C -4.703 -0.064 0.537 -0.409 -0.146 -0.090 0.24
C -5.072 -1.339 0.988 0.068 0.084 -0.081 -0.25
C -6.245 -1.936 0.579 -0.204 0.039 -0.213 -0.26
C -7.083 -1.255 -0.285 0.081 0.131 -0.012 0.36
F -8.235 -1.837 -0.692 0.060 0.028 0.031 -0.33
C -6.764 0.010 -0.736 -0.259 -0.363 0.050 -0.25
C -5.581 0.597 -0.329 0.251 -0.002 0.110 -0.29
C -3.237 1.910 0.745 0.016 0.112 -0.284 -0.22
C -2.452 2.075 -0.563 -0.164 0.395 0.164 -0.25
C 2.480 1.791 -0.639 -0.182 0.363 -0.144 -0.19
N 3.463 1.272 0.281 0.103 0.107 -0.287 -0.44
C 4.879 1.356 0.040 0.190 -0.022 0.025 -0.21
C 5.330 0.373 -1.058 -0.137 0.082 0.209 -0.43
C 4.774 -0.993 -0.767 0.131 0.001 -0.160 -0.03
C 5.320 -1.772 0.245 -0.026 -0.022 -0.088 -0.15
C 4.757 -2.990 0.576 0.046 -0.052 0.059 -0.21
C 3.639 -3.447 -0.101 -0.055 -0.101 0.033 -0.22
C 3.094 -2.684 -1.117 -0.147 -0.061 -0.022 -0.20
C 3.659 -1.464 -1.447 0.042 0.033 -0.013 -0.24
H 0.992 -0.312 1.469 0.033 0.006 0.047 0.23
H 1.033 1.416 1.857 -0.011 -0.010 0.042 0.23
H 1.124 0.134 -0.904 0.016 0.026 0.076 0.23
H -0.610 -0.701 -0.174 0.026 0.003 -0.055 0.22
H -2.138 -0.500 -1.054 0.092 -0.048 0.059 0.20
H -2.534 -1.302 1.259 0.029 0.041 0.053 0.21
H -1.711 0.128 1.913 0.028 -0.084 -0.020 0.20
H -4.444 -1.866 1.690 0.052 -0.022 0.082 0.21
H -6.520 -2.917 0.932 -0.048 -0.098 0.034 0.23
H -7.433 0.526 -1.406 -0.083 0.032 -0.067 0.23
H -5.350 1.580 -0.706 0.063 0.083 -0.027 0.21
H -4.154 2.498 0.731 0.021 0.014 0.034 0.22
H -2.615 2.276 1.570 -0.040 0.061 -0.065 0.20
H -2.161 3.115 -0.715 -0.088 -0.134 -0.033 0.25
H -3.049 1.730 -1.413 0.005 0.028 0.022 0.19
H 2.784 1.628 -1.675 -0.016 -0.021 -0.015 0.20
H 2.329 2.868 -0.487 0.030 -0.182 -0.132 0.22
H 5.145 2.382 -0.234 0.030 -0.044 0.080 0.20
H 5.363 1.095 0.985 0.001 0.101 -0.093 0.24
H 4.981 0.721 -2.033 0.062 -0.021 -0.034 0.21
H 6.420 0.351 -1.074 0.016 0.046 -0.075 0.22
H 6.185 -1.416 0.783 0.094 0.059 0.090 0.20
H 5.188 -3.583 1.369 0.035 -0.047 0.073 0.21
H 3.195 -4.396 0.162 -0.022 -0.076 0.018 0.21
H 2.224 -3.037 -1.654 -0.047 -0.037 -0.046 0.21
H 3.231 -0.875 -2.247 -0.020 0.084 -0.079 0.20
```
Forces are in eV/Å.

The highest occupied orbital energy comes out at -7.87 eV. The value obtained for the energy above the lowest of the compared OMol25 structures with the same formula, charge and spin is 0.0235 eV. Its SMILES is O=C1C[C@@H](C(=O)N2CCN(c3ccc(F)cc3)CC2)CN1CCc1ccccc1. For the calculated total energy, the calculation gives -35557.0095 eV. The calculation puts the orbital gap at 8.407 eV.



Entry 2:
Formula: C48H44GeN7Pt
Source: the Open Molecules 2025 dataset
Level of theory: ωB97M-V with the def2-TZVPD basis set

Structure (XYZ):
```
101
Properties=species:S:1:pos:R:3:forces:R:3:lowdin_charge:R:1
Pt -0.014 0.180 0.201 1.193 2.392 2.035 1.11
N 2.307 5.177 1.161 0.150 0.190 -0.333 0.14
C 1.492 4.685 0.221 -0.242 -0.690 -0.353 -0.03
N 1.101 3.427 0.133 1.169 1.413 0.432 0.07
C 1.415 2.578 2.361 -0.874 -1.246 -1.553 -0.10
N 0.481 1.878 2.912 1.071 2.361 2.913 0.09
N -0.211 0.950 2.335 -2.173 -3.761 -1.489 -0.07
C -1.082 0.213 3.011 2.502 2.816 0.052 -0.02
C -1.799 -0.832 2.388 -1.190 -1.818 -1.014 -0.24
C -2.575 -1.725 3.162 0.760 0.985 -0.250 0.01
C -3.262 -2.744 2.552 -0.164 -0.351 -0.811 -0.02
C -3.196 -2.867 1.160 -0.014 0.107 0.828 -0.01
C -2.407 -1.975 0.459 -0.025 -0.058 -0.383 -0.11
N -1.714 -0.998 1.036 0.560 0.877 0.006 -0.01
C 2.092 3.613 3.102 0.221 0.682 0.519 -0.10
C 2.296 3.470 4.483 0.008 0.093 -0.169 0.00
C 2.953 4.431 5.219 0.095 -0.062 0.091 -0.05
C 3.457 5.566 4.594 -0.190 -0.091 -0.184 -0.05
C 3.269 5.730 3.239 -0.040 0.002 -0.003 -0.01
C 2.576 4.786 2.483 -0.100 -0.445 0.664 -0.16
H 2.645 6.115 0.983 -0.139 -0.166 -0.195 0.16
H 1.130 5.378 -0.525 -0.107 0.018 -0.029 0.17
H -1.223 0.387 4.073 -0.007 0.143 0.088 0.14
H -2.594 -1.596 4.234 -0.058 0.028 0.085 0.12
H -3.844 -3.440 3.136 -0.046 -0.033 0.029 0.12
H -3.736 -3.643 0.643 0.015 -0.053 -0.081 0.11
H -2.326 -2.047 -0.619 0.063 0.031 0.043 0.13
H 1.928 2.570 4.950 -0.055 -0.040 0.034 0.12
H 3.090 4.302 6.281 -0.006 -0.061 0.104 0.11
H 3.956 6.337 5.160 0.102 -0.006 0.045 0.12
H 3.623 6.626 2.750 0.076 0.132 -0.025 0.12
C 3.156 2.532 -2.318 0.102 0.060 0.128 -0.07
C 4.216 2.334 -1.235 -0.199 -0.077 -0.044 -0.20
C 4.154 0.952 -0.631 -0.442 -0.128 0.009 -0.16
C 5.224 0.117 -0.912 0.156 -0.299 0.197 -0.04
C 5.248 -1.214 -0.533 -0.086 0.028 -0.037 -0.06
C 4.139 -1.736 0.105 0.180 0.052 -0.185 -0.05
C 3.019 -0.968 0.358 0.233 0.770 0.139 -0.17
C 1.853 -1.697 0.960 0.092 -0.534 -0.228 -0.19
C 0.948 -1.924 -1.388 0.039 -0.369 0.215 -0.12
C 3.014 0.424 0.043 1.457 -1.278 -0.454 -0.19
N 1.903 1.145 0.370 -2.905 -0.048 -0.364 -0.05
C 1.914 2.441 0.893 0.005 -0.855 0.882 -0.24
C -0.101 3.132 -0.488 -1.364 -0.025 -0.656 -0.35
C -1.172 4.015 -0.669 0.447 -0.171 0.351 -0.04
C -2.163 3.285 -1.319 -0.063 -0.343 -0.268 -0.09
C -1.654 2.006 -1.507 -0.179 0.649 -0.262 -0.19
N -0.397 1.916 -1.025 0.042 -0.324 -0.099 -0.09
H 3.179 3.558 -2.673 -0.096 0.168 -0.152 0.07
H 2.160 2.299 -1.956 -0.138 -0.010 -0.017 0.05
H 3.359 1.877 -3.160 0.027 -0.100 -0.136 0.08
H 4.130 3.121 -0.482 0.093 0.116 0.000 0.09
H 5.202 2.450 -1.690 -0.043 0.100 0.143 0.11
H 6.065 0.522 -1.458 0.076 0.072 -0.020 0.11
H 6.099 -1.837 -0.765 0.076 -0.022 0.027 0.10
H 4.116 -2.770 0.417 0.095 -0.157 0.036 0.09
H 1.092 -0.983 1.343 0.366 -0.302 0.438 0.04
H 2.203 -2.287 1.810 -0.105 0.148 0.103 0.10
H 0.384 -0.946 -1.237 0.270 -0.520 -0.779 0.00
H 0.369 -2.529 -2.081 -0.165 0.038 -0.128 0.07
H 1.900 -1.684 -1.858 -0.001 0.119 -0.018 0.09
H 2.938 2.834 0.915 -0.264 -0.172 -0.134 0.14
H -1.233 5.033 -0.337 -0.027 0.233 0.123 0.10
H -3.133 3.634 -1.610 -0.186 0.105 -0.111 0.09
H -2.096 1.176 -2.032 -0.089 -0.121 0.118 0.10
C 1.131 -2.617 -0.046 0.261 -0.712 -0.029 -0.40
Ge 1.844 -4.541 -0.187 -0.297 0.500 0.094 1.11
C 2.687 -4.903 1.563 -0.256 -0.053 -0.642 -0.30
C 3.942 -5.463 1.740 0.020 -0.008 -0.184 -0.10
C 4.431 -5.713 3.012 0.130 -0.028 0.110 -0.08
C 3.664 -5.404 4.123 0.068 -0.092 0.052 -0.08
C 2.398 -4.863 3.959 -0.045 0.043 0.136 -0.08
C 1.918 -4.620 2.687 -0.104 0.024 -0.044 -0.14
C 0.146 -5.590 -0.136 0.695 0.284 -0.090 -0.26
C 0.021 -6.677 0.720 0.181 0.015 0.035 -0.10
C -1.178 -7.358 0.836 -0.043 -0.111 0.075 -0.08
C -2.278 -6.959 0.097 -0.061 -0.058 0.024 -0.09
C -2.168 -5.880 -0.762 -0.156 0.052 -0.098 -0.10
C -0.965 -5.206 -0.877 0.093 0.172 -0.057 -0.13
C 2.912 -4.907 -1.826 -0.473 0.075 0.773 -0.26
C 4.276 -4.671 -1.937 0.103 0.088 0.168 -0.12
C 4.946 -4.940 -3.118 0.132 0.015 -0.032 -0.08
C 4.258 -5.443 -4.208 0.020 -0.050 0.003 -0.08
C 2.901 -5.694 -4.105 0.017 -0.041 -0.175 -0.08
C 2.239 -5.430 -2.922 -0.215 0.013 0.097 -0.11
H 0.133 -2.804 0.370 0.120 -0.176 -0.027 0.06
H 4.532 -5.725 0.873 0.152 -0.040 -0.056 0.10
H 5.409 -6.155 3.135 0.062 -0.024 0.020 0.11
H 4.041 -5.608 5.115 0.043 0.007 0.063 0.10
H 1.786 -4.640 4.822 -0.019 -0.001 0.057 0.10
H 0.918 -4.224 2.558 -0.101 0.062 0.058 0.10
H 0.871 -6.989 1.314 0.021 -0.059 0.042 0.10
H -1.255 -8.202 1.503 -0.005 -0.106 0.083 0.11
H -3.212 -7.494 0.184 -0.087 -0.037 0.005 0.10
H -3.019 -5.564 -1.348 -0.108 0.002 -0.103 0.10
H -0.893 -4.366 -1.555 -0.044 0.081 -0.092 0.09
H 4.832 -4.279 -1.099 0.086 0.062 0.096 0.08
H 6.011 -4.765 -3.187 0.042 0.036 0.013 0.11
H 4.780 -5.656 -5.127 0.068 -0.017 -0.116 0.11
H 2.365 -6.106 -4.946 -0.088 -0.034 -0.094 0.11
H 1.183 -5.643 -2.838 -0.169 -0.076 -0.076 0.09
```
Forces are in eV/Å.

The highest occupied orbital energy (spin up / spin down) comes out at -9.54 / -9.42 eV. The value obtained for the energy above the lowest of the compared OMol25 structures with the same formula, charge and spin is 3.3285 eV. For the calculated total energy, the calculation gives -120673.9942 eV. The calculation puts the orbital gap (spin up / spin down) at 5.317 / 5.225 eV. As for the total charge: +1.



Entry 3:
Formula: C4H5N
Source: the Open Molecules 2025 dataset
Level of theory: ωB97M-V with the def2-TZVPD basis set

Structure (XYZ):
```
10
Properties=species:S:1:pos:R:3:forces:R:3:nbo_charge:R:1
C 1.047 -0.961 -0.168 0.540 -0.877 0.700 -0.33
C 0.047 -0.779 0.473 -0.891 -0.130 -0.662 0.06
C -1.332 -0.464 0.912 -0.423 -0.212 -0.365 -0.71
H 2.005 -1.252 -0.563 -0.442 0.127 0.100 0.24
H -1.474 -0.787 1.987 -0.149 0.229 -1.336 0.24
H -2.112 -0.963 0.157 1.695 1.156 1.906 0.25
H -1.399 0.658 0.877 -0.322 -1.021 -0.058 0.26
C 1.089 1.547 -1.200 3.996 -2.690 -0.659 0.09
N 0.129 2.138 -1.177 -2.075 1.546 0.135 -0.35
H 2.000 0.864 -1.299 -1.929 1.871 0.239 0.25
```
Forces are in eV/Å.

The highest occupied orbital energy comes out at -10.11 eV. The value obtained for the energy above the lowest of the compared OMol25 structures with the same formula, charge and spin is 3.1115 eV. Its SMILES is C#CC.C#N. For the calculated total energy, the calculation gives -5715.7350 eV. The calculation puts the orbital gap at 11.092 eV.



Entry 4:
Formula: C4H8Br2Si
Source: the Open Molecules 2025 dataset
Level of theory: ωB97M-V with the def2-TZVPD basis set

Structure (XYZ):
```
15
Properties=species:S:1:pos:R:3:forces:R:3:nbo_charge:R:1
C 0.665 0.533 -1.322 -0.076 -0.513 1.275 -1.13
Si 1.734 0.039 0.212 0.988 -0.444 -0.775 1.39
C 1.658 0.873 1.952 -0.034 0.905 -1.974 -1.11
Br 3.962 0.194 -0.498 -1.092 0.106 0.429 -0.36
Br 1.468 -2.238 0.304 -0.056 0.753 0.346 -0.34
H -0.353 0.837 -0.846 1.615 -0.250 -1.497 0.25
H 1.244 1.268 -1.928 -0.925 -0.049 0.656 0.26
H 0.604 -0.400 -1.952 -0.282 0.949 0.829 0.27
H 0.662 0.730 2.364 0.111 -0.197 0.331 0.25
H 2.479 0.453 2.533 -0.279 0.073 0.152 0.26
H 1.801 1.991 1.796 0.002 -1.365 0.225 0.25
C -2.596 -2.775 -0.907 -0.536 0.422 0.177 -0.22
C -3.335 -1.860 -1.117 0.284 -0.095 -0.330 -0.24
H -2.028 -3.601 -0.614 0.585 -0.627 0.126 0.23
H -3.928 -1.051 -1.439 -0.306 0.331 0.031 0.23
```
Forces are in eV/Å.

The highest occupied orbital energy comes out at -10.10 eV. The value obtained for the energy above the lowest of the compared OMol25 structures with the same formula, charge and spin is 1.0280 eV. Its SMILES is C[Si](C)(Br)Br.C#C. For the calculated total energy, the calculation gives -152240.8663 eV. The calculation puts the orbital gap at 10.639 eV.



- calculated total energy of number 3 (C4H5N)?
  -5715.7350 eV